Model A:
8 unconnected molecules or ions with the total composition C24H64O8. Source: OMol25; level of theory: wB97M-V/def2-TZVPD.

Atoms and positions in Å:
C 5.97 -30.68 -18.91
C 4.61 -30.41 -18.29
C 4.03 -31.67 -17.55
O 4.61 -29.53 -17.44
H 6.40 -29.80 -19.38
H 5.92 -31.32 -19.81
H 6.68 -31.07 -18.23
H 3.83 -30.18 -19.01
H 3.84 -32.57 -18.15
H 3.07 -31.49 -17.27
H 4.68 -32.01 -16.75
H 4.08 -28.81 -17.69
C -7.75 -32.75 -15.97
C -6.21 -32.87 -16.03
C -5.63 -32.15 -17.28
O -5.69 -32.50 -14.98
H -8.25 -33.18 -16.76
H -8.05 -31.78 -15.92
H -8.15 -33.31 -15.15
H -5.97 -33.98 -16.29
H -5.88 -32.74 -18.20
H -4.60 -31.90 -17.35
H -6.02 -31.23 -17.42
H -5.83 -31.59 -14.83
C -1.25 -31.56 -14.47
C 0.04 -32.23 -13.92
C 1.00 -32.46 -15.15
O 0.60 -31.44 -13.14
H -1.88 -31.16 -13.63
H -1.87 -32.20 -15.12
H -1.00 -30.69 -15.02
H -0.17 -33.11 -13.39
H 1.28 -31.54 -15.67
H 0.75 -33.08 -15.96
H 1.94 -33.00 -14.75
H 1.25 -31.99 -12.75
C -4.83 -30.31 -20.08
C -4.68 -28.95 -20.48
C -3.26 -28.46 -20.53
O -5.18 -28.62 -21.59
H -4.17 -30.47 -19.20
H -4.40 -30.96 -20.83
H -5.90 -30.55 -19.74
H -5.23 -28.40 -19.73
H -2.62 -29.01 -21.17
H -2.72 -28.47 -19.57
H -3.24 -27.42 -20.68
H -6.05 -28.88 -21.68
C 2.34 -29.59 -21.37
C 1.70 -28.37 -21.84
C 0.15 -28.43 -21.64
O 2.09 -27.22 -21.50
H 2.02 -29.86 -20.33
H 3.41 -29.49 -21.44
H 2.05 -30.48 -21.88
H 1.96 -28.51 -22.87
H -0.33 -29.19 -22.25
H -0.38 -27.49 -21.92
H -0.25 -28.66 -20.66
H 2.96 -27.22 -21.87
C -4.29 -29.42 -15.50
C -3.34 -28.73 -16.45
C -3.65 -27.28 -16.71
O -2.18 -28.77 -16.11
H -5.29 -29.47 -15.90
H -4.44 -28.85 -14.58
H -3.98 -30.47 -15.20
H -3.53 -29.24 -17.44
H -3.58 -26.65 -15.85
H -4.76 -27.29 -16.90
H -3.03 -26.99 -17.59
H -2.07 -28.68 -15.18
C -1.96 -32.05 -17.85
C -0.74 -31.29 -18.13
C 0.41 -32.00 -18.86
O -0.92 -30.26 -18.75
H -1.77 -33.07 -17.52
H -2.57 -32.21 -18.72
H -2.47 -31.51 -17.07
H -0.29 -30.78 -17.21
H 0.64 -32.88 -18.29
H 1.40 -31.45 -18.94
H 0.12 -32.31 -19.82
H -1.48 -29.71 -18.17
C 1.65 -28.65 -16.39
C 1.79 -28.20 -17.81
C 0.61 -27.33 -18.14
O 2.80 -27.56 -18.09
H 2.19 -29.59 -16.34
H 0.62 -28.76 -16.02
H 2.10 -27.85 -15.76
H 1.64 -29.05 -18.44
H 0.62 -26.31 -17.69
H -0.33 -27.78 -17.97
H 0.64 -27.10 -19.23
H 2.66 -27.34 -18.98

Properties
- Orbital gap: 0.35922 Eh
- 2S+1: 1
- LUMO: 0.541 eV
- Structure (SMILES): CC(C)O.CC(C)O.CC(C)O.CC(C)O.CC(C)O.CC(C)O.CC(C)O.CC(C)O

***

Model B:
8 unconnected molecules or ions with the total composition C24H64O8. Source: OMol25; level of theory: wB97M-V/def2-TZVPD.

Atoms and positions in Å:
C -11.03 -19.96 11.95
C -10.59 -20.83 13.09
C -9.53 -20.14 13.94
O -11.76 -21.07 13.90
H -10.15 -19.73 11.34
H -11.49 -19.04 12.32
H -11.74 -20.50 11.32
H -10.21 -21.80 12.78
H -8.69 -19.77 13.32
H -9.12 -20.79 14.71
H -9.91 -19.22 14.39
H -11.53 -21.70 14.59
C -14.21 -15.81 19.01
C -13.98 -16.93 20.01
C -12.73 -17.72 19.69
O -13.87 -16.32 21.32
H -14.77 -14.99 19.46
H -14.85 -16.13 18.18
H -13.25 -15.49 18.61
H -14.81 -17.64 20.08
H -12.79 -18.18 18.70
H -12.56 -18.58 20.36
H -11.81 -17.12 19.71
H -13.23 -16.83 21.84
C -14.97 -16.93 14.52
C -13.98 -18.04 14.90
C -14.50 -19.08 15.87
O -13.58 -18.68 13.67
H -15.95 -17.21 14.94
H -15.09 -16.88 13.45
H -14.68 -15.99 14.99
H -13.06 -17.61 15.31
H -15.21 -19.72 15.34
H -15.11 -18.66 16.68
H -13.61 -19.55 16.29
H -13.09 -19.50 13.85
C -9.27 -12.13 14.04
C -9.94 -13.49 14.16
C -11.42 -13.33 14.38
O -9.84 -14.19 12.88
H -9.18 -11.64 15.01
H -9.84 -11.54 13.33
H -8.27 -12.22 13.61
H -9.53 -14.12 14.95
H -11.68 -13.05 15.39
H -11.90 -14.26 14.07
H -11.80 -12.58 13.68
H -8.96 -14.55 12.80
C -15.05 -12.60 14.62
C -15.73 -12.13 13.33
C -15.45 -10.69 13.03
O -15.32 -12.96 12.20
H -13.96 -12.43 14.58
H -15.18 -13.67 14.76
H -15.46 -12.07 15.48
H -16.80 -12.32 13.42
H -16.09 -10.37 12.21
H -14.43 -10.58 12.65
H -15.62 -10.07 13.91
H -14.36 -12.87 12.08
C -16.91 -16.03 11.17
C -18.13 -15.40 11.85
C -18.17 -15.68 13.33
O -18.08 -14.00 11.57
H -16.77 -15.73 10.13
H -16.95 -17.13 11.10
H -16.03 -15.80 11.77
H -19.05 -15.75 11.39
H -18.45 -16.73 13.51
H -18.96 -15.05 13.76
H -17.27 -15.54 13.94
H -17.18 -13.72 11.77
C -17.05 -20.23 22.21
C -17.55 -19.42 21.03
C -16.83 -19.83 19.74
O -18.97 -19.61 20.84
H -17.22 -21.30 22.04
H -17.60 -19.97 23.12
H -15.99 -20.05 22.39
H -17.33 -18.37 21.25
H -16.96 -19.06 18.98
H -17.28 -20.76 19.37
H -15.77 -20.03 19.88
H -19.32 -20.11 21.58
C -13.46 -15.14 10.47
C -12.11 -14.61 10.00
C -12.24 -13.99 8.62
O -11.63 -13.54 10.86
H -14.26 -14.45 10.20
H -13.44 -15.32 11.55
H -13.68 -16.12 10.04
H -11.36 -15.40 9.93
H -12.91 -13.13 8.67
H -12.63 -14.73 7.91
H -11.28 -13.67 8.22
H -11.02 -13.86 11.54

Properties
- Orbital gap: 0.36066 Eh
- 2S+1: 1
- LUMO: 0.262 eV
- Structure (SMILES): CC(C)O.CC(C)O.CC(C)O.CC(C)O.CC(C)O.CC(C)O.CC(C)O.CC(C)O

***

Stability check: which of them is least stable? model A.